1.
The following is a DFT calculation (ωB97M-V/def2-TZVPD) of C36H43N6O3RbSSeSiTe4 as an isolated structure.

Each line ends with the Mulliken charge.
Element x y z (Å)
Rb1 -0.887 -0.134 0.124  0.777
C1 -1.000 -0.611 4.106  -1.187
N1 -1.826 -0.338 2.923  0.910
C2 -2.872 -1.334 2.710  -1.039
C3 -2.280 -2.724 2.649  0.741
C4 -2.575 -3.695 3.591  -0.790
C5 -1.960 -4.937 3.474  -0.631
C6 -1.072 -5.148 2.435  -0.556
C7 -0.837 -4.113 1.535  -0.404
N2 -1.444 -2.928 1.627  0.559
C8 -2.362 1.011 2.880  -1.232
C9 -1.293 2.078 2.972  0.263
C10 -1.269 2.975 4.033  -0.619
C11 -0.253 3.916 4.100  -0.565
C12 0.711 3.929 3.107  -0.752
C13 0.605 3.002 2.079  -0.088
N3 -0.371 2.103 2.008  0.615
C14 0.293 -1.321 3.770  0.516
C15 0.614 -2.544 4.334  -0.773
C16 1.812 -3.154 3.984  -0.509
C17 2.651 -2.497 3.104  -0.992
C18 2.249 -1.268 2.594  -0.429
N4 1.095 -0.683 2.911  -0.110
H1 -1.563 -1.189 4.851  0.211
H2 -0.742 0.339 4.577  0.716
H3 -3.334 -1.169 1.729  0.156
H4 -3.640 -1.274 3.499  0.224
H5 -3.258 -3.472 4.403  0.458
H6 -2.129 -5.731 4.191  0.377
H7 -0.540 -6.086 2.355  0.447
H8 -0.120 -4.239 0.728  0.193
H9 -3.112 1.206 3.670  0.208
H10 -2.899 1.127 1.930  0.449
H11 -2.029 2.919 4.802  0.453
H12 -0.210 4.619 4.922  0.379
H13 1.532 4.632 3.120  0.480
H14 1.341 2.976 1.282  0.206
H15 -0.083 -3.038 4.999  0.378
H16 2.056 -4.142 4.359  0.531
H17 3.573 -2.947 2.765  0.779
H18 2.870 -0.756 1.864  0.509
O1 -0.028 6.647 -4.802  -0.494
C19 0.216 6.129 -3.569  0.638
O2 0.927 6.729 -2.814  -0.563
C20 -0.462 4.842 -3.230  0.920
C21 -1.112 4.043 -4.169  -1.320
C22 -1.752 2.878 -3.792  -0.807
C23 -1.763 2.495 -2.447  0.365
C24 -1.059 3.260 -1.515  0.054
C25 -0.421 4.423 -1.904  -0.727
N5 -2.338 1.297 -1.989  0.357
C26 -3.211 0.684 -2.679  -0.689
C27 -3.631 -0.692 -2.364  0.654
C28 -4.323 -1.407 -3.334  -0.828
C29 -4.541 -2.761 -3.131  -0.416
C30 -4.061 -3.339 -1.973  -0.846
C31 -3.426 -2.530 -1.035  -0.170
N6 -3.236 -1.229 -1.206  0.175
H19 -0.665 6.097 -5.270  0.278
H20 -1.089 4.285 -5.227  0.156
H21 -2.194 2.246 -4.549  0.291
H22 -1.002 2.930 -0.484  0.496
H23 0.132 5.019 -1.191  0.514
H24 -3.636 1.099 -3.600  0.342
H25 -4.641 -0.919 -4.247  0.374
H26 -5.053 -3.354 -3.878  0.416
H27 -4.159 -4.399 -1.783  0.449
H28 -3.036 -2.953 -0.117  0.332
Te1 3.199 -3.840 -0.169  -0.191
Te2 2.560 -6.304 -1.070  -0.610
Te3 1.475 -7.811 4.041  -0.876
Te4 2.359 -6.364 1.894  -0.071
C32 1.731 -2.502 -3.581  -1.100
S1 1.129 -1.509 -2.219  0.670
C33 1.241 0.096 -3.038  -0.247
O3 -0.376 -1.692 -2.134  -0.677
H29 1.295 -3.492 -3.447  0.353
H30 2.812 -2.573 -3.451  0.296
H31 1.447 -2.066 -4.538  0.350
H32 1.254 0.869 -2.269  -0.455
H33 0.346 0.178 -3.660  0.397
H34 2.155 0.175 -3.621  0.301
C34 2.992 2.435 -0.642  -0.504
Si1 4.384 1.531 -1.619  0.343
C35 4.208 2.106 -3.443  -1.241
C36 5.972 2.383 -1.025  -1.237
Se1 4.352 -0.576 -1.346  -0.442
H35 3.354 3.322 -0.111  0.476
H36 2.602 1.729 0.097  -0.208
H37 2.165 2.757 -1.285  0.026
H38 5.062 2.717 -3.751  0.428
H39 3.304 2.701 -3.617  0.275
H40 4.179 1.235 -4.102  0.291
H41 5.998 3.455 -1.248  0.314
H42 6.833 1.906 -1.500  0.284
H43 6.085 2.249 0.055  0.249

## Properties
E_HOMO = -0.372 eV
DFT total energy = -167004.1017 eV
Total charge = -2

2.
The following is a DFT calculation (ωB97M-V/def2-TZVPD) of C36H44AuF6N4Sb as an isolated structure.

Each line ends with the Mulliken charge.
Element x y z (Å)
Au1 -0.142 0.250 -0.034  1.987
C1 5.621 1.980 1.747  -1.099
C2 4.657 3.004 1.125  -1.288
C3 3.602 2.348 0.292  0.906
C4 3.589 2.145 -1.031  0.906
C5 4.593 2.573 -2.054  -1.242
C6 4.168 3.856 -2.786  -1.073
C7 2.343 1.440 -1.343  -0.051
C8 2.008 1.002 -2.582  -0.728
C9 0.836 0.272 -2.913  0.031
C10 0.541 -0.229 -4.207  1.026
C11 1.371 0.009 -5.434  -1.328
C12 1.079 1.367 -6.092  -0.998
C13 -0.643 -0.919 -4.095  0.959
C14 -1.034 -0.820 -2.734  0.153
C15 -2.179 -1.454 -2.180  -0.777
C16 -2.555 -1.411 -0.878  0.238
N1 -1.896 -0.756 0.129  -0.708
C17 -2.556 -1.067 1.287  0.236
C18 -2.174 -0.705 2.541  -0.832
C19 -1.021 0.061 2.868  -0.215
N2 -0.116 0.534 1.967  -0.799
C20 0.875 1.121 2.694  -0.180
C21 2.047 1.712 2.146  -0.735
C22 2.360 1.771 0.824  0.042
N3 1.610 1.258 -0.200  -0.753
C23 0.587 1.038 4.078  1.172
C24 -0.611 0.372 4.188  1.140
C25 -1.337 -0.014 5.441  -1.272
C26 -0.971 -1.433 5.907  -1.104
C27 1.422 1.621 5.178  -1.299
C28 1.177 3.127 5.370  -1.140
C29 -3.722 -1.912 0.987  0.780
C30 -3.717 -2.121 -0.336  0.754
C31 -4.692 -2.879 -1.180  -1.250
C32 -5.675 -1.951 -1.914  -0.987
C33 -4.703 -2.380 2.014  -1.087
C34 -5.680 -1.274 2.447  -1.084
N4 -0.139 -0.077 -2.031  -0.738
C35 -1.428 -1.616 -5.166  -1.206
C36 -2.623 -0.784 -5.661  -0.957
H1 6.368 2.485 2.363  0.387
H2 6.143 1.417 0.969  0.337
H3 5.092 1.256 2.374  0.310
H4 5.214 3.704 0.504  0.444
H5 4.186 3.601 1.909  0.472
H6 4.753 1.767 -2.776  0.483
H7 5.551 2.729 -1.559  0.451
H8 3.223 3.716 -3.320  0.235
H9 4.925 4.155 -3.512  0.406
H10 4.031 4.677 -2.078  0.327
H11 2.711 1.192 -3.383  0.402
H12 1.183 -0.792 -6.148  0.418
H13 2.432 -0.058 -5.182  0.458
H14 0.031 1.435 -6.395  0.256
H15 1.699 1.510 -6.980  0.398
H16 1.278 2.192 -5.401  0.234
H17 -2.782 -2.049 -2.853  0.454
H18 -2.776 -1.061 3.366  0.437
H19 2.762 2.125 2.845  0.453
H20 -2.415 0.063 5.285  0.472
H21 -1.093 0.704 6.224  0.435
H22 -1.227 -2.180 5.149  0.295
H23 -1.499 -1.683 6.829  0.398
H24 0.103 -1.514 6.092  0.329
H25 2.480 1.438 4.978  0.486
H26 1.196 1.094 6.105  0.413
H27 1.433 3.688 4.466  0.282
H28 1.776 3.518 6.194  0.400
H29 0.124 3.322 5.591  0.335
H30 -5.244 -3.569 -0.545  0.389
H31 -4.152 -3.495 -1.903  0.445
H32 -6.242 -1.347 -1.202  0.275
H33 -6.384 -2.534 -2.505  0.402
H34 -5.153 -1.268 -2.590  0.212
H35 -4.165 -2.766 2.884  0.424
H36 -5.263 -3.221 1.609  0.410
H37 -5.152 -0.414 2.870  0.281
H38 -6.375 -1.649 3.200  0.401
H39 -6.262 -0.917 1.593  0.289
H40 -1.778 -2.583 -4.799  0.441
H41 -0.766 -1.834 -6.003  0.341
H42 -3.327 -0.579 -4.848  0.181
H43 -3.162 -1.312 -6.451  0.406
H44 -2.290 0.177 -6.059  0.260
F1 1.072 -1.873 0.301  -0.155
Sb1 2.026 -3.514 0.684  2.220
F2 3.289 -2.967 -0.597  -0.572
F3 2.950 -2.547 2.007  -0.582
F4 2.942 -5.091 1.058  -0.519
F5 0.666 -3.893 1.928  -0.583
F6 0.996 -4.316 -0.669  -0.572

## Properties
E_HOMO (spin up / spin down) = -9.368 / -12.103 eV
DFT total energy = -70538.1182 eV
Total charge = +1
<S²> = 3.765
2S+1 = 4

Ordered max |F| results: 1.32, 0.47; unit eV/A.